#A
16
Properties=species:S:1:pos:R:3:lowdin_charge:R:1 method="wB97M-V/def2-TZVPD" lumo_energy_ha=0.162 mol_weight_g_mol=92.1 orbital_gap_ev=7.9 homo_ev=-3.51 charge=-1
C -0.30293 0.39818 -0.75055 -0.389
O 0.22682 1.28254 0.15615 -0.343
C 0.18548 -1.08030 -0.51916 -0.448
C 1.06686 -1.66923 -1.63132 -0.101
N 0.83013 -1.17079 0.78014 -0.002
H -0.00323 0.66806 -1.78934 0.083
H -1.40593 0.34428 -0.71506 0.088
H -0.71968 -1.70556 -0.51070 0.108
H 1.56072 -0.93395 -2.25946 0.051
H 1.82278 -2.29131 -1.15895 0.050
H 0.46775 -2.24792 -2.32687 0.048
H 0.92389 -0.18072 1.06247 0.044
H 0.20172 -1.62084 1.43229 0.046
H -0.92472 1.66600 1.06147 -0.034
H -1.23679 2.28585 2.45399 -0.007
O -1.71237 1.89355 1.70120 -0.194

#B
16
Properties=species:S:1:pos:R:3:lowdin_charge:R:1 method="wB97M-V/def2-TZVPD" lumo_energy_ha=0.149 mol_weight_g_mol=92.1 orbital_gap_ev=6.7 homo_ev=-2.65 charge=-1
C -0.69460 -0.94727 1.18930 -0.181
N -0.12107 0.18769 0.54416 -0.176
C 0.32723 -0.01538 -0.85265 -0.244
C 1.83160 -0.45744 -0.74350 -0.528
O 2.48274 0.45638 0.01092 -0.370
H -0.40728 -1.91663 0.74962 0.066
H -1.79806 -0.96263 1.21687 0.060
H -0.44573 -0.94936 2.25519 0.070
H 0.77330 0.54436 0.94557 0.090
H 0.38938 0.93951 -1.38400 0.091
H -0.32256 -0.73341 -1.35229 0.088
H 2.34784 -0.61344 -1.72508 0.073
H 1.81951 -1.49695 -0.30797 0.069
H -2.44474 2.06767 -0.84144 0.001
H -1.50482 1.61581 0.23044 0.007
O -2.23273 2.28110 0.06486 -0.116

#C
16
Properties=species:S:1:pos:R:3:lowdin_charge:R:1 method="wB97M-V/def2-TZVPD" lumo_energy_ha=0.158 mol_weight_g_mol=92.1 orbital_gap_ev=7.3 homo_ev=-3.03 charge=-1
C 1.10022 0.88927 -0.71254 -0.435
O 1.76440 -0.20916 -0.27622 -0.371
C -0.32131 0.99241 -0.00214 -0.446
C -1.42312 0.13636 -0.65171 -0.121
N -0.13432 0.58849 1.38408 -0.007
H 1.03736 0.90326 -1.82245 0.078
H 1.74302 1.76289 -0.42700 0.078
H -0.78222 2.06453 -0.06411 0.118
H -1.19797 -0.92001 -0.49725 0.053
H -2.48422 0.34686 -0.40581 0.056
H -1.56718 0.22972 -1.73681 0.052
H -0.93578 0.12589 1.78606 0.045
H 0.71974 0.02358 1.39286 0.038
H 0.99767 -1.80708 0.01703 -0.011
H 0.89889 -2.59701 1.46165 0.008
O 0.58485 -2.53000 0.55434 -0.136

#D
16
Properties=species:S:1:pos:R:3:lowdin_charge:R:1 method="wB97M-V/def2-TZVPD" lumo_energy_ha=0.155 mol_weight_g_mol=92.1 orbital_gap_ev=7.7 homo_ev=-3.45 charge=-1
C 0.42027 -0.19446 0.80883 -0.441
O -0.28315 -1.23313 1.32847 -0.294
C -0.42867 0.76915 -0.04076 -0.471
C 0.22851 2.13417 -0.15565 -0.113
N -0.65671 0.19708 -1.37720 0.023
H 1.23772 -0.52575 0.12434 0.105
H 0.93874 0.40578 1.58145 0.088
H -1.36718 0.89814 0.50114 0.119
H 1.22401 2.01264 -0.58081 0.065
H -0.34417 2.79129 -0.80349 0.053
H 0.33509 2.58890 0.83134 0.061
H -0.46398 -0.79404 -1.32350 0.050
H -1.62110 0.30809 -1.65422 0.049
H 0.07060 -2.51696 0.82098 -0.041
H 0.39708 -3.35002 -0.50697 -0.032
O 0.31293 -3.49089 0.44606 -0.220

Relative energies, eV: #A 0.163; #B 0.901; #C 0.583; #D 0.000.

#A
16
Properties=species:S:1:pos:R:3:lowdin_charge:R:1 method="wB97M-V/def2-TZVPD" lumo_energy_ha=0.158 mol_weight_g_mol=92.1 orbital_gap_ev=7.6 homo_ev=-3.33 charge=-1
C -1.22628 -0.90174 0.30579 -0.338
N -1.20452 0.11307 1.40903 -0.099
C 0.34366 0.64526 1.39689 -0.450
O 0.82983 1.01603 0.20283 -0.340
C -0.98584 -0.49990 -1.22179 -0.158
H -2.31211 -1.45929 0.47095 0.117
H -0.43800 -1.64329 0.55078 0.081
H -1.84549 0.86762 1.13516 0.055
H 0.35612 1.54910 2.13074 0.075
H 0.97941 -0.12113 1.97965 0.091
H -1.46382 0.47377 -1.39125 0.036
H 0.11117 -0.25711 -1.61243 0.081
H -1.37098 -1.34575 -1.92872 0.061
H 2.94981 0.34847 -1.92087 -0.053
H 2.22068 0.89470 -0.51950 0.059
O 3.05636 0.32019 -0.98723 -0.215

#B
16
Properties=species:S:1:pos:R:3:lowdin_charge:R:1 method="wB97M-V/def2-TZVPD" lumo_energy_ha=0.144 mol_weight_g_mol=92.1 orbital_gap_ev=6.6 homo_ev=-2.68 charge=-1
N -1.28821 -1.39529 -0.11070 -0.043
C -2.08721 -0.66476 0.99431 -0.622
O -2.73356 -1.48948 1.78149 -0.332
H -1.84029 -1.47446 -0.94948 0.035
H -1.25598 -2.33850 0.27899 0.053
H -1.29934 -0.01828 1.45952 0.067
H -2.71295 0.07446 0.41674 0.065
C 1.38665 0.38317 -0.80676 -0.385
O 1.29426 -0.53584 0.23050 -0.131
C 1.78828 1.75462 -0.25201 -0.104
H 2.12108 0.03848 -1.54991 0.094
H 0.42815 0.50729 -1.33019 0.098
H 0.44149 -1.03593 0.12766 0.022
H 2.70865 1.59015 0.31969 0.063
H 2.01058 2.46856 -1.04463 0.056
H 1.03839 2.13580 0.43478 0.065

Relative energies, eV: #A 0.918; #B 0.000.

#A
14
Properties=species:S:1:pos:R:3:lowdin_charge:R:1 method="wB97M-V/def2-TZVPD" smiles=CN(C)CC#N lumo_energy_ha=0.031 mol_weight_g_mol=84.1 orbital_gap_ev=9.7 homo_ev=-8.87
C -0.31311 1.31575 0.41238 -0.102
N -0.40242 0.06645 -0.33187 -0.276
C -1.30660 -0.90834 0.24452 -0.110
C 0.84718 -0.49405 -0.83574 -0.186
C 2.04896 0.10338 -0.23583 -0.221
N 2.94245 0.48862 0.38848 0.149
H -1.26540 1.48722 0.92234 0.083
H -0.13923 2.16236 -0.26232 0.089
H 0.48022 1.32347 1.17550 0.074
H -1.06851 -1.17966 1.28771 0.090
H -1.29534 -1.81903 -0.36216 0.082
H -2.32902 -0.51378 0.21687 0.084
H 0.87345 -0.48037 -1.93221 0.122
H 0.99942 -1.54509 -0.55763 0.122

#B
14
Properties=species:S:1:pos:R:3:lowdin_charge:R:1 method="wB97M-V/def2-TZVPD" smiles=C#CN[C@@H](C)N lumo_energy_ha=0.036 mol_weight_g_mol=84.1 orbital_gap_ev=10.2 homo_ev=-9.23
C -3.14327 0.22355 0.09470 0.061
C -1.99232 0.55982 0.21681 -0.102
N -0.42821 0.76703 0.36763 -0.016
C 0.32346 -0.23753 -0.30916 -0.517
C 1.79796 0.46038 -0.21039 -0.042
N 0.32047 -1.53317 0.27053 0.046
H -4.16661 -0.06430 0.02243 0.015
H -0.25491 1.70473 0.02953 0.097
H 0.06354 -0.30341 -1.37045 0.124
H 1.91502 1.06504 -1.11537 0.063
H 1.99387 1.09107 0.66105 0.069
H 2.57599 -0.30687 -0.21414 0.058
H 1.23728 -1.92792 0.43944 0.067
H -0.24229 -1.49841 1.11740 0.079

Relative energies, eV: #A 0.000; #B 2.150.

#A
14
Properties=species:S:1:pos:R:3:lowdin_charge:R:1 method="wB97M-V/def2-TZVPD" lumo_energy_ha="0.028 / 0.026" mol_weight_g_mol=84.1 orbital_gap_ev="7.5 / 7.6" homo_ev="-6.70 / -6.89"
C 1.56938 0.24358 0.04123 -0.172
N 1.59872 -1.13156 0.33905 -0.025
C 0.48603 -1.06922 -0.59959 -0.141
C -0.12757 0.26531 -0.44246 -0.274
C -2.03972 0.13475 0.17583 -0.103
N -0.89343 0.50699 0.84637 -0.065
H 2.22767 0.54226 -0.77109 0.107
H 1.54913 0.95617 0.88053 0.111
H 1.25070 -1.28496 1.28470 0.105
H 0.63877 -1.49533 -1.56898 0.090
H -0.33419 0.93600 -1.28097 0.126
H -2.17749 -0.93552 0.04185 0.067
H -2.86004 0.82536 -0.00816 0.062
H -0.88795 1.50616 1.06170 0.111

#B
14
Properties=species:S:1:pos:R:3:lowdin_charge:R:1 method="wB97M-V/def2-TZVPD" smiles=CCNCC#N lumo_energy_ha=0.036 mol_weight_g_mol=84.1 orbital_gap_ev=9.8 homo_ev=-8.84
C -0.36247 -0.19180 2.01132 -0.111
C 0.52849 -0.27776 0.77398 -0.235
N -0.29512 -0.40788 -0.50215 -0.154
C 0.33609 0.15676 -1.64482 -0.246
C 0.14244 1.61889 -1.68728 -0.210
N -0.07878 2.75346 -1.67819 0.133
H -0.90829 -1.12528 2.16023 0.067
H -1.10069 0.62343 1.91256 0.078
H 0.19336 0.00666 2.93780 0.071
H 1.13606 0.65942 0.72921 0.113
H 0.68450 -1.28817 0.26002 0.136
H -1.28690 -0.35846 -0.39418 0.109
H -0.04484 -0.29076 -2.56705 0.122
H 1.41993 -0.05047 -1.60354 0.128

#C
14
Properties=species:S:1:pos:R:3:lowdin_charge:R:1 method="wB97M-V/def2-TZVPD" lumo_energy_ha=0.029 mol_weight_g_mol=84.1 orbital_gap_ev=9.8 homo_ev=-9.02
C 1.86985 -0.00945 0.42660 -0.127
N 0.48385 -0.40296 0.52771 -0.152
C -0.38591 0.15505 -0.43954 -0.292
C -1.96731 -1.02787 -0.29143 0.069
C -0.47582 1.68578 -0.30035 -0.180
N -0.39117 2.83882 -0.16012 0.134
H 2.23528 -0.29428 -0.56608 0.086
H 2.42916 -0.57647 1.17150 0.080
H 2.04501 1.06611 0.57324 0.076
H 0.10291 -0.21723 1.45021 0.120
H -0.06618 0.01166 -1.47152 0.122
H -2.01535 0.04553 -0.33898 -0.015
H -1.92853 -1.71233 -1.13904 0.039
H -1.85912 -1.58883 0.64000 0.040

#D
14
Properties=species:S:1:pos:R:3:lowdin_charge:R:1 method="wB97M-V/def2-TZVPD" lumo_energy_ha=0.031 mol_weight_g_mol=84.1 orbital_gap_ev=7.5 homo_ev=-6.69
C 0.52348 1.20866 -0.11122 -0.309
C -1.20718 -0.27079 0.76109 -0.263
C -0.19595 -1.35562 0.29298 -0.140
C 0.99637 0.29576 -0.89003 -0.231
H 0.56921 2.16629 -0.47175 0.091
H 1.22777 1.20004 0.87250 0.171
H -1.41823 1.16431 -0.51399 0.116
H -2.32542 -0.56401 0.53359 0.153
H -0.97292 -0.23487 1.92670 0.131
H -0.49639 -2.24416 -0.12547 0.084
H 1.34296 -1.64715 -0.83859 0.164
H 2.16362 0.29904 -1.23815 0.160
N -0.87054 0.95037 0.30821 -0.075
N 0.66323 -0.96787 -0.50588 -0.050

Relative energies, eV: #A 3.881; #B 0.000; #C 1.379; #D 2.703.

#A
14
Properties=species:S:1:pos:R:3:lowdin_charge:R:1 method="wB97M-V/def2-TZVPD" smiles=CC[C@@H](N)C#N lumo_energy_ha=0.035 mol_weight_g_mol=84.1 orbital_gap_ev=11.1 homo_ev=-10.16
C -1.85950 0.20482 0.08847 -0.107
C -0.59787 -0.63723 -0.20031 -0.213
C 0.73981 -0.06719 0.38372 -0.404
N 1.94611 -0.80875 0.01498 0.031
C 0.91012 1.32648 -0.06731 -0.213
N 1.17839 2.36322 -0.51123 0.146
H -1.76556 1.22235 -0.30947 0.068
H -2.07482 0.28227 1.16181 0.074
H -2.74574 -0.24752 -0.38313 0.075
H -0.74846 -1.65074 0.19235 0.110
H -0.48235 -0.72027 -1.28595 0.109
H 0.59820 -0.05509 1.48438 0.149
H 2.10595 -0.80739 -0.99801 0.087
H 2.79571 -0.40496 0.42969 0.088

#B
14
Properties=species:S:1:pos:R:3:lowdin_charge:R:1 method="wB97M-V/def2-TZVPD" smiles=CN(C)CC#N lumo_energy_ha=0.032 mol_weight_g_mol=84.1 orbital_gap_ev=10.0 homo_ev=-9.10
C -0.51465 1.39785 0.02600 -0.096
N -0.44225 0.00840 -0.38426 -0.295
C -1.05996 -0.96722 0.49156 -0.098
C 0.86530 -0.31885 -0.88117 -0.209
C 1.89405 -0.45244 0.18845 -0.204
N 2.62185 -0.54982 1.08296 0.140
H -1.37297 1.56492 0.67871 0.084
H -0.63540 2.02588 -0.86340 0.085
H 0.37930 1.74382 0.56978 0.085
H -0.57239 -1.09412 1.47502 0.088
H -1.08152 -1.93802 -0.01794 0.087
H -2.09788 -0.65993 0.65379 0.084
H 1.17931 0.48536 -1.55670 0.125
H 0.83721 -1.24582 -1.46282 0.124

Relative energies, eV: #A 0.000; #B 0.521.

#A
14
Properties=species:S:1:pos:R:3:lowdin_charge:R:1 method="wB97M-V/def2-TZVPD" lumo_energy_ha="-0.042 / -0.042" mol_weight_g_mol=84.1 orbital_gap_ev="8.4 / 8.4" homo_ev="-9.60 / -9.60"
C 1.85799 0.01062 0.42423 -0.125
N 0.44612 -0.30798 0.59547 -0.125
C -0.40341 0.34026 -0.37472 -0.265
C -2.47654 -1.37375 -0.29411 0.145
C -0.37787 1.82106 -0.32730 -0.191
N -0.32304 2.97265 -0.23001 0.147
H 2.18739 -0.35138 -0.55499 0.084
H 2.43915 -0.51356 1.18692 0.082
H 2.07895 1.08716 0.48476 0.078
H 0.14258 -0.05628 1.53037 0.117
H -0.11969 0.01836 -1.38215 0.131
H -1.47557 0.06018 -0.20107 0.017
H -2.12646 -1.75846 -1.27545 -0.046
H -1.84961 -1.94890 0.41805 -0.048

#B
14
Properties=species:S:1:pos:R:3:lowdin_charge:R:1 method="wB97M-V/def2-TZVPD" lumo_energy_ha="0.026 / 0.025" mol_weight_g_mol=84.1 orbital_gap_ev="7.5 / 7.6" homo_ev="-6.77 / -6.96"
C -1.16889 -0.17142 1.03561 -0.168
N -0.10854 -0.15859 1.97090 -0.030
C 0.38436 0.78025 0.97580 -0.135
C -0.19631 0.35744 -0.32813 -0.309
C 1.25397 -0.07520 -1.60759 -0.084
N 0.36516 -0.87833 -0.90769 -0.067
H -1.98407 0.51097 1.26801 0.107
H -1.50937 -1.15646 0.67468 0.113
H 0.41748 -1.02919 1.91941 0.104
H 0.28417 1.83802 1.23878 0.101
H -0.74697 1.01259 -0.99618 0.125
H 2.09506 0.31823 -1.03988 0.069
H 1.23900 -0.03067 -2.69419 0.063
H -0.32506 -1.31764 -1.50956 0.112

#C
14
Properties=species:S:1:pos:R:3:lowdin_charge:R:1 method="wB97M-V/def2-TZVPD" smiles="CCN=C=CN" lumo_energy_ha=0.036 mol_weight_g_mol=84.1 orbital_gap_ev=8.9 homo_ev=-7.96
C 1.58187 -0.55786 -0.12005 -0.111
C 0.77611 -1.32582 0.91888 -0.273
N -0.54158 -0.75944 1.25265 0.060
C -0.88471 0.27524 0.68024 -0.145
C -1.18578 1.35504 -0.00621 -0.216
N -1.69300 1.34202 -1.33731 0.008
H 2.52588 -1.07347 -0.31798 0.072
H 1.80663 0.45842 0.22073 0.076
H 1.03319 -0.46971 -1.06460 0.072
H 0.58685 -2.35057 0.58001 0.106
H 1.33245 -1.40787 1.85898 0.107
H -0.94399 2.32793 0.40982 0.104
H -1.79385 0.39301 -1.67992 0.072
H -2.60007 1.79308 -1.39525 0.068

Relative energies, eV: #A 3.728; #B 4.826; #C 0.000.